27
Properties=species:S:1:pos:R:3:nbo_charge:R:1 method="wB97M-V/def2-TZVPD" largest_force_ha_per_bohr=0.14021 homo_lumo_gap_ha=0.34170 spin_multiplicity=1 lumo_energy_ev=0.8 de_lowest_kcal_mol=63.5
C -0.41698 -2.71379 -1.61290 -0.596
C -0.50206 -1.21920 -1.34362 -0.437
C 0.05810 -0.75340 -0.02088 -0.037
C -0.50196 -0.85440 1.20832 -0.192
C 0.19704 -0.73851 2.42871 -0.303
C 1.52873 -0.30858 2.35383 0.291
O 2.32365 -0.10763 3.47829 -0.673
C 2.08574 -0.05671 1.11089 -0.275
C 1.42429 -0.25165 -0.06636 -0.177
H -0.98142 -2.90151 -2.59802 0.203
H -1.01742 -3.30489 -0.89898 0.208
H 0.57602 -3.15543 -1.78454 0.212
H -0.09046 -0.71282 -2.11179 0.208
H -1.50683 -0.90654 -1.63322 0.213
H -1.48127 -1.25618 1.36269 0.206
H -0.28938 -1.30046 3.23751 0.225
H 1.71910 0.02969 4.21406 0.480
H 3.00837 0.53364 1.10516 0.225
H 1.88968 -0.01425 -1.09911 0.221
C -1.31066 2.20335 -0.22767 -0.579
C -0.74926 2.69752 -1.66915 -0.625
H -1.47124 3.21416 0.43439 0.183
H -2.14597 1.68037 -0.25162 0.188
H -0.54874 1.73739 0.34956 0.214
H -1.50431 3.00522 -2.40536 0.207
H -0.22722 1.84982 -2.22877 0.198
H -0.06556 3.60477 -1.33140 0.213